# 1
Computed, not measured: a structure of composition C48H51N6OSSnTe in a non-equilibrium geometry, with wB97M-V/def2-TZVPD.

- HOMO level (alpha / beta) (eV) = -4.2668 / -7.1896
- ⟨S²⟩ = 0.77
- 2S+1 = 2
- Kohn-Sham gap (alpha / beta) (eV) = 4.6 / 7.5

Each line ends with the Löwdin spin population.
Atoms and positions in Å:
Sn  -0.470  -0.250  -1.593  0.071
C  -3.355  -3.539  -2.345  0.000
C  -2.052  -4.298  -2.726  0.000
C  -1.240  -4.891  -1.609  0.000
C  -1.579  -6.093  -1.000  0.000
C  -0.715  -6.654  -0.071  0.000
C  0.480  -6.007  0.195  0.000
C  0.715  -4.800  -0.435  0.000
N  -0.128  -4.239  -1.293  0.000
N  -3.391  -2.089  -2.642  0.001
C  -4.664  -1.521  -2.180  0.000
C  -4.665  -0.179  -1.476  0.000
C  -5.862  0.537  -1.426  0.000
C  -5.935  1.682  -0.655  0.000
C  -4.820  2.059  0.077  0.000
C  -3.673  1.292  -0.042  0.000
N  -3.588  0.216  -0.821  0.000
C  -3.146  -1.858  -4.050  0.001
C  -2.309  -0.661  -4.487  0.012
C  -2.861  0.171  -5.448  0.001
C  -2.080  1.113  -6.101  0.008
C  -0.733  1.167  -5.788  0.000
C  -0.260  0.364  -4.775  0.011
N  -1.012  -0.507  -4.092  0.027
H  -4.186  -4.038  -2.871  0.000
H  -3.529  -3.638  -1.273  0.000
H  -2.316  -5.110  -3.405  0.000
H  -1.381  -3.610  -3.243  0.000
H  -2.502  -6.594  -1.265  0.000
H  -0.959  -7.590  0.413  0.000
H  1.213  -6.421  0.873  0.000
H  1.649  -4.273  -0.299  0.000
H  -5.377  -1.450  -3.015  0.000
H  -5.105  -2.217  -1.458  0.000
H  -6.731  0.182  -1.967  0.000
H  -6.848  2.259  -0.607  0.000
H  -4.844  2.920  0.730  0.000
H  -2.790  1.512  0.542  0.000
H  -2.618  -2.737  -4.424  0.000
H  -4.089  -1.786  -4.609  0.000
H  -3.904  0.054  -5.714  0.000
H  -2.500  1.758  -6.861  0.000
H  -0.065  1.838  -6.309  0.000
H  0.779  0.402  -4.472  0.003
S  3.893  0.515  -3.246  0.062
C  3.729  -1.197  -3.083  0.075
C  2.528  -1.553  -2.550  0.000
C  1.666  -0.460  -2.253  0.105
C  2.281  0.739  -2.594  0.028
C  1.616  1.990  -2.534  0.156
C  2.208  3.227  -2.851  0.003
C  1.458  4.375  -2.837  0.121
C  0.071  4.271  -2.559  0.064
C  -0.449  3.045  -2.245  0.047
N  0.285  1.919  -2.158  0.155
H  4.532  -1.831  -3.426  0.004
H  2.252  -2.585  -2.371  -0.002
H  3.263  3.246  -3.095  -0.002
H  1.903  5.336  -3.059  0.008
H  -0.571  5.140  -2.590  0.003
H  -1.510  2.925  -2.071  0.000
C  -2.995  -0.850  2.114  0.000
C  -1.668  -0.186  1.870  0.000
O  -1.610  0.931  1.261  0.001
N  -0.571  -0.746  2.329  -0.001
Te  0.757  0.511  1.531  0.016
C  0.854  2.346  2.662  0.007
C  0.246  2.631  3.888  0.001
C  -1.002  1.949  4.388  0.000
C  0.753  3.670  4.666  0.000
C  1.819  4.449  4.251  0.000
C  2.444  5.492  5.134  0.000
C  2.284  4.264  2.956  0.000
C  1.805  3.245  2.145  0.000
C  2.276  3.223  0.712  0.001
C  2.486  -0.274  2.578  0.005
C  3.685  -0.413  1.863  0.000
C  3.895  0.115  0.468  0.001
C  4.761  -1.083  2.440  0.000
C  4.686  -1.638  3.706  0.000
C  5.824  -2.431  4.285  0.000
C  3.510  -1.458  4.421  0.000
C  2.420  -0.785  3.887  0.001
C  1.202  -0.642  4.756  0.000
H  -3.379  -0.533  3.085  0.000
H  -2.869  -1.931  2.126  0.000
H  -3.697  -0.541  1.341  0.000
H  -1.430  1.302  3.631  0.000
H  -1.745  2.710  4.633  0.000
H  -0.825  1.368  5.294  0.000
H  0.287  3.871  5.625  0.000
H  1.936  5.558  6.095  0.000
H  2.421  6.474  4.659  0.000
H  3.490  5.238  5.314  0.000
H  3.035  4.938  2.558  0.000
H  2.262  4.238  0.315  0.001
H  1.627  2.622  0.080  0.000
H  3.300  2.859  0.626  0.000
H  2.983  0.505  0.027  0.001
H  4.271  -0.673  -0.185  0.000
H  4.643  0.910  0.478  0.000
H  5.676  -1.175  1.866  0.000
H  6.716  -2.349  3.666  0.000
H  5.552  -3.486  4.353  0.000
H  6.067  -2.088  5.291  0.000
H  3.427  -1.870  5.421  0.000
H  1.488  -0.316  5.757  0.000
H  0.678  -1.595  4.840  0.000
H  0.515  0.070  4.327  0.000

---

# 2
Computed, not measured: a structure of composition C48H52Cl2N7O4PdS2Si, with wB97M-V/def2-TZVPD.

- HOMO level (alpha / beta) (eV) = -10.3261 / -10.8458
- charge = +1
- ⟨S²⟩ = 6.07
- 2S+1 = 5
- Kohn-Sham gap (alpha / beta) (eV) = 7.1 / 6.5

Each line ends with the Löwdin spin population.
Atoms and positions in Å:
Pd  0.243  0.259  -0.097  1.127
C  -2.460  3.960  0.185  0.003
C  -1.598  3.008  -0.349  0.015
N  -0.934  2.181  0.437  0.084
C  -1.106  2.278  1.749  0.009
C  -1.986  3.210  2.266  0.003
N  -2.662  4.056  1.488  -0.001
C  -0.233  1.397  2.612  0.009
C  -0.092  1.580  3.975  0.001
C  0.843  0.833  4.682  0.001
C  1.640  -0.041  3.954  0.001
C  1.439  -0.194  2.594  0.009
N  0.480  0.481  1.971  0.063
C  2.319  -1.064  1.728  0.006
C  3.206  -1.986  2.251  0.002
N  4.033  -2.692  1.476  -0.001
C  3.950  -2.482  0.171  0.002
C  3.020  -1.596  -0.363  0.004
N  2.225  -0.894  0.418  0.057
C  1.022  1.002  6.161  0.000
C  1.882  0.187  6.883  0.000
C  2.023  0.382  8.249  0.000
N  1.369  1.320  8.934  0.000
C  0.539  2.095  8.237  0.000
C  0.337  1.976  6.871  0.000
H  -2.997  4.649  -0.457  0.000
H  -1.437  2.906  -1.416  0.001
H  -2.164  3.281  3.333  0.001
H  -0.700  2.319  4.473  0.000
H  2.444  -0.579  4.430  0.000
H  3.254  -2.183  3.315  0.000
H  4.628  -3.036  -0.468  0.000
H  2.905  -1.463  -1.432  0.001
H  2.443  -0.612  6.418  0.000
H  2.694  -0.249  8.819  0.000
H  0.007  2.855  8.798  0.000
H  -0.353  2.659  6.394  0.000
Cl  -0.141  -0.327  -4.809  0.043
C  1.051  0.825  -4.329  0.143
C  1.812  1.474  -5.269  -0.019
C  2.767  2.400  -4.855  0.158
C  2.958  2.679  -3.503  -0.017
C  2.199  2.034  -2.557  0.147
Cl  2.443  2.404  -0.880  0.032
C  1.209  1.070  -2.932  0.117
N  0.477  0.434  -2.033  1.050
H  1.662  1.260  -6.319  -0.003
H  3.368  2.913  -5.594  0.009
H  3.696  3.403  -3.187  -0.002
C  -7.063  0.550  2.068  0.001
C  -6.001  1.613  1.807  0.001
C  -6.534  2.661  0.841  0.000
C  -5.576  2.253  3.115  0.000
O  -4.801  1.021  1.231  0.008
Si  -4.698  -0.210  0.162  0.057
S  -2.608  -0.499  -0.249  0.761
O  -5.217  -1.582  0.862  0.032
C  -5.526  -2.889  0.341  0.003
C  -5.358  -3.849  1.504  0.000
C  -4.563  -3.245  -0.786  0.022
C  -6.964  -2.874  -0.157  0.002
O  -5.574  0.018  -1.190  0.000
C  -5.421  0.602  -2.493  0.000
C  -4.661  -0.362  -3.391  -0.001
C  -6.828  0.819  -3.019  0.000
C  -4.671  1.922  -2.376  0.005
H  -7.914  1.010  2.574  0.000
H  -6.666  -0.249  2.696  0.000
H  -7.419  0.105  1.135  0.000
H  -7.407  3.158  1.271  0.000
H  -6.831  2.196  -0.101  0.000
H  -5.770  3.417  0.643  0.000
H  -6.454  2.628  3.644  0.000
H  -4.906  3.094  2.935  0.000
H  -5.079  1.516  3.750  0.000
H  -4.340  -3.780  1.897  0.000
H  -5.547  -4.876  1.184  0.000
H  -6.055  -3.598  2.306  0.000
H  -3.527  -3.103  -0.457  0.018
H  -4.738  -2.616  -1.660  0.001
H  -4.687  -4.289  -1.084  0.001
H  -7.650  -2.658  0.665  0.000
H  -7.229  -3.843  -0.585  0.000
H  -7.085  -2.106  -0.924  0.000
H  -5.207  -1.302  -3.487  0.000
H  -3.667  -0.573  -2.990  -0.001
H  -4.549  0.073  -4.387  0.000
H  -7.378  -0.124  -3.010  0.000
H  -6.800  1.198  -4.043  0.000
H  -7.365  1.538  -2.396  0.000
H  -3.655  1.740  -2.014  0.007
H  -5.179  2.595  -1.682  0.000
H  -4.610  2.409  -3.352  0.000
O  -0.074  -2.385  0.518  0.013
S  -0.971  -3.532  0.882  0.007
C  -1.248  -4.393  -0.652  0.001
C  -1.938  -5.600  -0.661  0.000
C  -2.191  -6.217  -1.875  0.000
C  -1.763  -5.624  -3.061  0.000
C  -1.086  -4.414  -3.035  0.000
C  -0.828  -3.782  -1.821  0.001
C  0.063  -4.719  1.699  0.001
C  -0.341  -5.200  2.934  0.000
C  0.493  -6.078  3.622  0.000
C  1.718  -6.435  3.079  0.000
C  2.119  -5.928  1.843  0.000
C  1.288  -5.072  1.142  0.000
H  -2.268  -6.054  0.268  0.000
H  -2.724  -7.159  -1.900  0.000
H  -1.965  -6.109  -4.007  0.000
H  -0.759  -3.954  -3.959  0.000
H  -0.325  -2.825  -1.771  0.000
H  -1.294  -4.896  3.352  0.000
H  0.185  -6.475  4.581  0.000
H  2.366  -7.115  3.616  0.000
H  3.083  -6.200  1.431  0.000
H  1.576  -4.681  0.172  0.000

---

> 2S+1 of number 1 (C48H51N6OSSnTe)?

2